DFT (wB97M-V/def2-TZVPD) results for 2 unconnected molecules or ions with the total composition H3NO2S2.

ORCA input file:
```
! wB97M-V def2-TZVPD RIJCOSX def2/J DEFGRID3
* xyz 0 1
S -1.24 -1.91 -2.35
S -0.82 -1.94 -0.50
O 0.56 -1.50 -0.23
O -1.04 1.15 0.59
N 0.31 1.05 0.57
H 0.66 1.39 -0.27
H 0.81 1.57 1.33
H 0.75 0.18 0.88
*
```

Summary:
- Frontier orbital gap: 7.01 eV
- Strongest force on any atom: 3.8 eV Å⁻¹
- Total energy: -27300.585 eV



DFT (wB97M-V/def2-TZVPD) results for 2 unconnected molecules or ions with the total composition C2H4NO4.

ORCA input file:
```
! wB97M-V def2-TZVPD RIJCOSX def2/J DEFGRID3
* xyz -1 1
O -3.14 0.08 0.00
O -2.08 1.06 -0.05
O 2.87 0.69 -0.38
O 1.13 -1.31 -0.24
N 0.74 -0.03 0.29
C 1.76 0.79 0.26
C -1.83 -0.29 0.09
H -1.64 -0.62 1.00
H 1.58 1.71 0.72
H 1.83 -1.25 -0.92
H -1.22 -0.83 -0.77
*
```

Summary:
- Frontier orbital gap: 7.24 eV
- Strongest force on any atom: 5.5 eV Å⁻¹
- Total energy: -11814.114 eV



DFT (wB97M-V/def2-TZVPD) results for a molecular structure, C48H39N7O4S3Zr.

ORCA input file:
```
! wB97M-V def2-TZVPD RIJCOSX def2/J DEFGRID3
* xyz 2 1
Zr 1.00 -1.43 -1.50
S 1.17 1.28 0.70
S -1.42 1.13 1.82
S -2.00 -0.66 -0.28
O 2.38 -2.71 -0.75
O 3.68 -2.08 0.99
O -0.15 -3.18 -1.86
O 1.03 -1.79 -3.54
N -2.28 0.69 0.61
N -0.98 -0.54 -1.33
N 0.28 -3.83 -2.89
N 1.46 0.24 -0.29
N 0.87 -3.11 -3.73
N 0.12 0.91 1.88
N 3.23 -0.67 -2.13
C 3.81 1.88 3.69
C 0.78 4.01 0.66
C -3.33 0.55 3.61
C 1.37 -5.38 -6.60
C 5.34 -0.64 -1.02
C -4.95 -2.22 -2.40
C -2.78 -2.52 1.60
C -2.54 -3.50 2.55
C -6.09 -1.62 -1.89
C 2.63 1.58 3.03
C -3.63 -0.96 -0.87
C 3.68 0.20 -3.03
C -2.61 3.48 1.04
C -1.30 3.49 3.09
C 2.58 1.73 1.66
C 0.61 2.80 -0.02
C 3.11 -3.71 -6.60
C -1.71 -1.96 0.92
C 4.92 2.32 2.98
C 4.85 2.47 1.60
C 5.82 0.24 -1.98
C 1.43 -3.70 -4.93
C -1.24 -3.92 2.82
C -1.98 0.38 3.32
C 2.57 -3.13 -5.46
C -1.65 -0.88 5.31
C -4.76 -0.35 -0.34
C 3.68 2.17 0.92
C -3.70 -1.89 -1.90
C 3.38 -2.02 -0.17
C 0.81 -4.81 -5.47
C 4.98 0.67 -2.99
C 0.27 5.16 0.09
C -1.83 2.84 1.98
C -0.41 -2.37 1.19
C -0.39 5.11 -1.13
C -0.05 2.73 -1.24
C -2.86 4.84 1.22
C -6.00 -0.69 -0.86
C -3.83 -0.01 4.77
C -1.57 4.83 3.26
C -2.35 5.50 2.32
C -0.56 3.90 -1.79
C -1.12 -0.32 4.15
C 4.04 -1.08 -1.15
C 2.52 -4.83 -7.16
C -0.18 -3.36 2.14
C -2.99 -0.72 5.62
H 2.95 -5.27 -8.05
H -3.37 -3.95 3.08
H -4.67 0.37 0.46
H 0.40 6.11 0.59
H 0.84 -3.68 2.32
H -2.99 2.95 0.18
H -1.17 5.36 4.11
H -0.09 -5.22 -5.03
H -3.39 -1.16 6.53
H -1.08 3.86 -2.74
H -6.89 -0.22 -0.47
H -3.98 1.11 2.95
H 3.01 -2.26 -5.00
H -1.00 -1.44 5.97
H -0.69 2.96 3.82
H 0.91 -6.24 -7.06
H -0.08 -0.45 3.89
H -4.88 0.11 5.02
H 5.95 -1.00 -0.20
H -7.06 -1.88 -2.29
H 0.48 -1.97 0.72
H -0.78 6.02 -1.57
H 1.77 1.24 3.58
H -2.80 -2.34 -2.30
H -0.19 1.78 -1.73
H 3.87 1.76 4.77
H 4.00 -3.28 -7.04
H -3.80 -2.22 1.39
H 3.63 2.27 -0.15
H 5.32 1.37 -3.75
H 1.30 4.05 1.60
H 5.72 2.82 1.05
H -5.03 -2.94 -3.21
H -3.47 5.36 0.50
H 6.85 0.60 -1.93
H 2.99 0.51 -3.80
H 5.83 2.56 3.50
H -1.06 -4.69 3.56
H -2.56 6.56 2.46
*
```

Summary:
- Frontier orbital gap: 8.59 eV
- Strongest force on any atom: 1.4 eV Å⁻¹
- Total energy: -102798.888 eV



DFT (wB97M-V/def2-TZVPD) results for a molecular structure, C7H25BeN12O9.

ORCA input file:
```
! wB97M-V def2-TZVPD RIJCOSX def2/J DEFGRID3
* xyz 1 1
O 0.45 -0.16 -2.09
O -4.70 -1.13 -1.43
O 1.38 -1.63 0.05
O -3.38 -0.20 0.16
O -1.63 1.84 -0.27
O -1.17 -2.92 0.22
O -0.98 -0.07 2.28
O -2.48 -1.21 -1.59
O 1.11 1.36 0.62
N 2.16 1.15 -2.73
N 2.96 -2.93 1.01
N -0.42 1.84 3.38
N -0.93 -3.92 -1.76
N -2.03 4.03 0.24
N 1.28 3.53 0.22
N -2.42 0.88 3.75
N 3.56 -1.19 -0.36
N -0.19 -4.99 0.11
N 3.16 2.14 0.20
N 2.15 -0.97 -3.42
N -3.37 2.42 1.04
C -0.76 -3.87 -0.43
C -3.50 -0.81 -0.92
C 2.57 -1.89 0.23
C 1.52 -0.02 -2.69
C 1.84 2.34 0.36
C -2.30 2.70 0.28
C -1.22 0.80 3.12
Be -0.66 -0.47 -0.11
H -3.80 1.50 0.91
H 0.32 3.66 0.49
H 3.54 1.21 0.23
H 3.35 -0.51 -1.07
H 1.81 -1.92 -3.43
H 3.83 2.89 0.25
H -0.09 -5.73 -0.56
H -0.60 2.60 4.00
H 4.43 -1.70 -0.36
H -3.85 3.12 1.57
H 3.92 -3.23 1.07
H -4.40 -1.62 -2.21
H 1.83 4.32 -0.07
H 2.17 -3.31 1.50
H -2.94 0.04 3.90
H -1.48 -3.19 -2.19
H -0.61 -5.19 1.00
H -2.58 4.69 0.77
H 1.79 1.86 -2.12
H 2.86 1.28 -3.44
H 0.32 2.04 2.72
H -0.80 -4.75 -2.32
H -2.70 1.74 4.19
H 3.04 -0.78 -3.85
H -1.36 4.32 -0.46
*
```

Summary:
- Frontier orbital gap: 8.67 eV
- Strongest force on any atom: 3.5 eV Å⁻¹
- Total energy: -44375.681 eV



DFT (wB97M-V/def2-TZVPD) results for 2 unconnected molecules or ions with the total composition C2H9OS.

ORCA input file:
```
! wB97M-V def2-TZVPD RIJCOSX def2/J DEFGRID3
* xyz 0 2
S 0.06 -0.23 0.59
O -2.48 0.55 -1.10
C 1.47 1.00 0.90
C 1.12 -1.26 -0.54
H 2.38 0.50 1.25
H 1.11 1.61 1.72
H 1.75 1.63 0.05
H -0.76 0.33 -0.34
H -3.27 1.09 -1.18
H 1.46 -2.17 -0.06
H 2.00 -0.71 -0.89
H 0.56 -1.47 -1.44
H -2.48 -0.14 -1.78
*
```

Summary:
- Frontier orbital gap (alpha / beta): 4.37 / 10.94 eV
- Strongest force on any atom: 1.6 eV Å⁻¹
- Total energy: -15098.824 eV



DFT (wB97M-V/def2-TZVPD) results for C15H19FN4O2S in the gas phase.

ORCA input file:
```
! wB97M-V def2-TZVPD RIJCOSX def2/J DEFGRID3
* xyz 0 1
S -0.45 2.77 1.44
F 0.04 -3.55 1.64
O 0.07 0.32 -0.57
O 1.97 1.81 0.85
N 2.53 2.94 -0.94
N 1.32 3.38 -0.55
N -2.16 0.20 -0.31
N 3.67 -0.18 -0.79
C 2.89 2.01 -0.12
C -2.37 -1.72 -1.84
C 1.68 -1.86 1.84
C 2.02 -1.92 -0.91
C 1.13 -2.78 -0.32
C -3.38 0.32 0.46
C 1.00 2.69 0.50
C 2.59 -1.00 1.24
C 0.95 -2.73 1.05
C 4.06 1.10 -0.23
C 2.76 -1.00 -0.14
C -0.92 0.45 0.14
C -3.90 1.76 0.51
C -0.74 0.96 1.56
C -2.31 -0.20 -1.70
H -3.18 2.41 1.00
H -4.07 2.13 -0.50
H -1.46 -2.16 -1.44
H -1.59 0.83 2.22
H 1.54 -1.85 2.91
H -3.21 0.27 -2.10
H -3.23 -0.07 1.47
H 3.15 -0.33 1.87
H -1.44 0.18 -2.24
H 3.49 -0.12 -1.78
H 4.80 1.55 -0.89
H -2.47 -1.99 -2.89
H -4.13 -0.32 -0.02
H -3.22 -2.13 -1.30
H 0.56 -3.49 -0.91
H -4.84 1.79 1.06
H 2.15 -1.93 -1.98
H 0.15 0.50 1.99
H 4.51 0.94 0.76
*
```

Summary:
- Structure (SMILES): CCN(CC)C(=O)CSc1nnc(CNc2ccc(F)cc2)o1
- Frontier orbital gap: 8.43 eV
- Strongest force on any atom: 1.6 eV Å⁻¹
- Total energy: -39471.096 eV



- The highest total energy belongs to which entry?
  C2H4NO4